A single C6H12N2O5 molecule at a distorted geometry. Source: OMol25; level of theory: the ωB97M-V functional and the def2-TZVPD basis.

- energy relative to the best compared isomer or geometry (same formula, charge and spin) (kJ/mol) = 231.7
- HOMO (eV) = -9.32
- calculated total energy (eV) = -19632.3764
- total charge = 0
- structure (SMILES) = N[C@@H](CO)C(=O)N[C@@H](CO)C(=O)O

Each line ends with the Mulliken charge.
Atoms and positions in Å:
N1 0.8055 0.6850 -1.3373  -0.5272
C1 0.9433 -0.4833 -0.4848  0.0174
C2 2.3726 -0.9243 -0.5953  -1.2173
O1 3.3140 0.0302 -0.1950  -0.6243
C3 0.7942 -0.2783 0.9961  0.4901
O2 1.7677 -0.2240 1.7927  -0.7334
N2 -0.4988 -0.1917 1.4272  -0.1054
C4 -1.7312 0.3611 0.8450  0.0449
C5 -1.5565 1.5312 -0.1104  -0.8518
O3 -0.8391 2.5925 0.4148  -0.5542
C6 -2.3304 -0.8154 -0.0015  0.4864
O4 -3.0555 -0.7882 -0.9379  -0.5594
O5 -1.7681 -1.9495 0.4676  -0.4238
H1 1.3287 1.3215 -0.8671  0.1902
H2 0.8059 0.4628 -2.3187  0.2336
H3 0.2508 -1.1549 -0.9438  0.4456
H4 2.4440 -1.9128 -0.1045  0.3579
H5 2.6218 -1.1393 -1.5657  0.6122
H6 3.0190 -0.0810 0.7741  0.3940
H7 -0.5766 -0.4273 2.4212  0.2996
H8 -2.4429 0.6580 1.6644  0.4760
H9 -2.6049 1.7236 -0.3747  0.4208
H10 -1.0218 1.1086 -0.9256  0.4198
H11 0.0332 2.5303 0.1658  0.3498
H12 -2.0749 -2.6346 -0.2065  0.3586


A molecular structure, C5H11O3Ru at a distorted geometry. Source: OMol25; level of theory: the ωB97M-V functional and the def2-TZVPD basis.

- energy relative to the best compared isomer or geometry (same formula, charge and spin) (kJ/mol) = 0.0
- HOMO (alpha / beta) (eV) = -10.16 / -13.22
- calculated total energy (eV) = -14073.2525
- expectation value of S² = 12.0100
- multiplicity = 7
- total charge = +1

Each line ends with the Löwdin spin population.
Atoms and positions in Å:
O1 -2.7484 -0.5060 -1.4867  0.9353
C1 -2.8847 -0.4765 -0.1322  0.1123
C2 -2.1037 0.6545 0.5437  0.0325
O2 -0.7186 0.6442 0.1744  0.1909
C3 0.3059 0.5717 1.1463  0.0182
C4 1.4129 -0.2832 0.5769  0.0171
O3 1.6483 0.1318 -0.7672  0.2180
C5 2.8419 -0.3931 -1.3366  0.0434
Ru1 -0.1325 0.5014 -1.7735  4.3099
H1 -2.5677 -1.4324 0.3579  0.0529
H2 -3.9347 -0.3069 0.2212  0.0249
H3 -2.1631 0.6017 1.6435  0.0022
H4 -2.4508 1.6150 0.1362  0.0068
H5 -0.0462 0.1336 2.0887  0.0020
H6 0.6552 1.6009 1.3184  0.0022
H7 1.1329 -1.3478 0.5770  0.0018
H8 2.3258 -0.1506 1.1750  0.0021
H9 2.8584 -0.1023 -2.3921  0.0217
H10 3.7127 0.0328 -0.8207  0.0036
H11 2.8563 -1.4889 -1.2503  0.0025


2 unconnected molecules or ions with the total composition C5H10O2. Source: OMol25; level of theory: the ωB97M-V functional and the def2-TZVPD basis.

- energy relative to the best compared isomer or geometry (same formula, charge and spin) (kJ/mol) = 290.0
- HOMO (eV) = -9.87
- calculated total energy (eV) = -9440.0370
- total charge = 0
- structure (SMILES) = O=CCCO.C=C

Each line ends with the Mulliken charge.
Atoms and positions in Å:
O1 0.8996 1.2479 -0.5686  -0.5789
C1 0.3465 0.1867 -0.7611  0.0896
C2 0.3080 -0.9034 0.2540  -0.3083
C3 1.8058 -1.3795 0.2301  -0.3830
O2 2.6427 -0.8057 -0.7621  -0.5421
H1 -0.0007 -0.1125 -1.7656  0.3222
H2 0.0360 -0.5137 1.2405  0.2123
H3 -0.4222 -1.6824 -0.0104  0.3292
H4 2.2094 -1.1711 1.2205  0.2394
H5 1.8454 -2.4472 0.0292  0.3017
H6 2.7096 0.1497 -0.6073  0.3180
C4 -2.4150 0.6784 0.3311  -0.5785
C5 -1.7395 1.8101 0.1714  -0.5422
H7 -2.5767 0.2415 1.3140  0.2881
H8 -2.8195 0.1317 -0.5176  0.2791
H9 -1.2873 2.3323 1.0107  0.2468
H10 -1.5421 2.2371 -0.8089  0.3067


Repeat the first record exactly.
A single C6H12N2O5 molecule at a distorted geometry. Source: OMol25; level of theory: the ωB97M-V functional and the def2-TZVPD basis.

- energy relative to the best compared isomer or geometry (same formula, charge and spin) (kJ/mol) = 231.7
- HOMO (eV) = -9.32
- calculated total energy (eV) = -19632.3764
- total charge = 0
- structure (SMILES) = N[C@@H](CO)C(=O)N[C@@H](CO)C(=O)O

Each line ends with the Mulliken charge.
Atoms and positions in Å:
N1 0.8055 0.6850 -1.3373  -0.5272
C1 0.9433 -0.4833 -0.4848  0.0174
C2 2.3726 -0.9243 -0.5953  -1.2173
O1 3.3140 0.0302 -0.1950  -0.6243
C3 0.7942 -0.2783 0.9961  0.4901
O2 1.7677 -0.2240 1.7927  -0.7334
N2 -0.4988 -0.1917 1.4272  -0.1054
C4 -1.7312 0.3611 0.8450  0.0449
C5 -1.5565 1.5312 -0.1104  -0.8518
O3 -0.8391 2.5925 0.4148  -0.5542
C6 -2.3304 -0.8154 -0.0015  0.4864
O4 -3.0555 -0.7882 -0.9379  -0.5594
O5 -1.7681 -1.9495 0.4676  -0.4238
H1 1.3287 1.3215 -0.8671  0.1902
H2 0.8059 0.4628 -2.3187  0.2336
H3 0.2508 -1.1549 -0.9438  0.4456
H4 2.4440 -1.9128 -0.1045  0.3579
H5 2.6218 -1.1393 -1.5657  0.6122
H6 3.0190 -0.0810 0.7741  0.3940
H7 -0.5766 -0.4273 2.4212  0.2996
H8 -2.4429 0.6580 1.6644  0.4760
H9 -2.6049 1.7236 -0.3747  0.4208
H10 -1.0218 1.1086 -0.9256  0.4198
H11 0.0332 2.5303 0.1658  0.3498
H12 -2.0749 -2.6346 -0.2065  0.3586